[1]
ORCA calculation (the ωB97M-V functional and the def2-TZVPD basis) on a structure of composition C17H25BN11PtS.

Geometry as XYZ:
```
56
Properties=species:S:1:pos:R:3:forces:R:3
Pt -0.0463 -0.1187 0.1202 0.03 0.01 -0.20
S -0.3710 -2.3872 -0.5978 0.01 0.09 0.16
N 0.9255 2.7345 0.9416 0.12 0.32 0.18
N 0.0928 0.1179 2.2696 -0.08 -0.13 -0.05
N 2.8325 2.6651 2.7863 0.13 0.22 0.19
N -2.9296 -1.6439 -0.1935 -0.01 -0.10 0.04
N 2.1497 0.0751 0.1213 -0.08 -0.16 0.05
N 0.1044 2.0669 0.0904 -0.04 -0.09 0.08
N 3.5811 1.9102 3.5039 0.06 0.01 0.16
N -2.5302 -0.3098 -0.1690 0.05 0.17 0.00
N 2.7175 0.9698 0.9611 0.19 0.19 0.21
N 0.9349 1.0351 2.7897 0.23 0.17 0.10
N -2.5330 -3.8649 -0.4912 -0.04 -0.03 -0.02
C 2.8353 -1.5789 -1.5811 -0.02 0.00 0.04
C 5.3553 2.1876 5.2237 -0.02 -0.11 0.00
C 4.0665 4.0970 4.0239 -0.02 -0.36 -0.07
C -0.1088 0.0680 4.4838 -0.04 -0.04 0.02
C -1.5360 -1.5697 3.0354 0.05 0.02 0.02
C 0.8179 1.0192 4.1344 -0.08 0.01 -0.02
C 0.7478 4.0609 0.7496 -0.04 -0.10 -0.08
C -0.1862 4.2519 -0.2355 0.00 -0.01 -0.03
C -1.5396 2.5669 -1.6848 0.03 0.03 0.07
C 3.1161 -0.5290 -0.5609 0.02 0.04 -0.08
C -0.5407 -0.4853 3.2735 -0.01 0.03 -0.06
C 4.3784 2.7525 4.2961 0.22 0.19 0.17
C -0.5637 2.9635 -0.6277 -0.02 -0.01 -0.07
C -2.0462 -2.6332 -0.4098 0.10 0.05 -0.04
C 4.3541 -0.0025 -0.1666 0.01 -0.05 -0.02
C 4.0604 0.9349 0.7893 -0.06 0.02 -0.10
C 3.1049 4.0305 3.0745 -0.17 0.17 -0.19
B 1.8416 1.8783 1.8518 -0.42 -0.48 -0.42
H -3.5202 -4.0660 -0.4520 0.01 -0.02 -0.01
H 2.0675 -1.2505 -2.2825 0.01 0.00 0.00
H -0.5384 5.1888 -0.6322 0.01 -0.02 0.02
H 4.7286 1.5798 1.3321 -0.03 -0.01 -0.01
H 1.2786 4.8122 1.2966 0.05 0.02 0.04
H -2.7693 0.1497 -1.0431 -0.04 0.00 0.02
H 1.3772 1.6823 4.7710 0.03 -0.01 -0.04
H -2.4486 -1.1717 2.5878 -0.01 -0.02 0.03
H -1.5610 3.3166 -2.4728 -0.01 -0.01 -0.01
H 2.4967 -2.5039 -1.1114 0.03 0.00 0.01
H -0.4322 -0.1995 5.4752 0.01 0.01 -0.02
H -3.9188 -1.8499 -0.1701 -0.01 0.03 -0.03
H 3.7392 -1.8013 -2.1426 -0.01 -0.01 -0.01
H -1.2586 1.6134 -2.1332 0.00 -0.01 -0.01
H 4.5107 4.9754 4.4596 -0.03 0.00 -0.01
H 5.3249 -0.2773 -0.5419 -0.01 0.02 0.02
H 4.8423 1.5613 5.9641 0.00 0.00 -0.03
H -1.8069 -2.0434 3.9760 -0.01 0.00 -0.01
H -2.5512 2.5007 -1.2771 0.00 0.01 -0.01
H 5.9196 2.9644 5.7300 0.02 -0.02 0.01
H -1.9028 -4.6326 -0.6587 0.01 0.01 0.01
H -2.9797 0.1738 0.6013 0.01 -0.04 0.03
H 2.6035 4.8376 2.5768 -0.08 -0.05 -0.05
H 6.0330 1.5110 4.6912 -0.02 0.01 0.00
H -1.1220 -2.3283 2.3704 -0.01 0.00 0.00
```
Forces are in eV/Å.

molar mass = 621.421 u
ΔE to the lowest compared entry with this formula, charge and spin = 0.0 kcal/mol
expectation value of S² = 3.764
F_max = 0.76 eV Å⁻¹
Kohn-Sham gap (spin up / spin down) = 7.7 / 5.0 eV
net charge = +2
HOMO level (spin up / spin down) = -13.04 / -14.33 eV
LUMO (spin up / spin down) = -5.34 / -9.34 eV
spin multiplicity = 4


[2]
ORCA calculation (the ωB97M-V functional and the def2-TZVPD basis) on a cluster of 2 separate species, C3H4ClNO2S in total at a distorted geometry.

Geometry as XYZ:
```
12
Properties=species:S:1:pos:R:3:forces:R:3
Cl -1.9459 -1.4541 0.8248 0.31 -0.12 0.15
S -0.5987 0.9181 -0.4186 0.35 2.74 0.14
O -1.7250 1.6423 0.1422 0.29 -0.93 0.22
O -0.2595 1.3154 -1.7695 0.42 -1.15 1.15
N 2.2290 -2.4405 -0.0944 2.05 -1.19 0.73
C 1.3180 -1.8608 -0.4526 -4.18 1.99 -0.89
C 0.7958 0.9502 0.7922 -1.30 -1.63 0.14
C -1.1869 -0.7697 -0.4688 0.43 -0.72 -0.96
H 0.6906 1.8632 1.4629 0.12 -1.37 -1.02
H 1.6528 0.8845 0.1358 0.46 0.37 0.20
H 0.7288 -0.1076 1.2928 0.13 2.29 -0.45
H -1.6988 -0.9410 -1.4467 0.93 -0.29 0.59
```
Forces are in eV/Å.

molar mass = 153.590 u
ΔE to the lowest compared entry with this formula, charge and spin = 112.4 kcal/mol
F_max = 4.72 eV Å⁻¹
Kohn-Sham gap (spin up / spin down) = 7.1 / 7.2 eV
HOMO level (spin up / spin down) = -10.75 / -10.79 eV
LUMO (spin up / spin down) = -3.62 / -3.60 eV


[3]
ORCA calculation (the ωB97M-V functional and the def2-TZVPD basis) on a structure of composition C2H7NSi at a distorted geometry.

Geometry as XYZ:
```
11
Properties=species:S:1:pos:R:3:forces:R:3
Si 0.7745 -0.6529 -0.5332 0.59 1.71 0.98
N 0.1577 -1.7276 0.7044 -0.63 -2.26 0.18
C -0.0768 1.1025 -0.4186 -0.66 1.27 -3.49
C -1.0523 1.5611 0.3967 1.16 0.55 1.29
H 0.2320 1.8972 -1.4999 -0.81 -2.46 3.60
H -1.3184 0.9757 1.3357 0.11 0.60 -1.41
H 0.8914 -1.3806 -1.8073 -0.45 0.13 -0.27
H -0.7765 -1.5845 1.1664 1.61 -0.03 -0.83
H 0.3392 -2.8094 0.6429 -0.44 3.11 0.04
H 2.2008 -0.0369 -0.4325 -0.73 -0.93 0.35
H -1.3715 2.6554 0.4455 0.26 -1.69 -0.44
```
Forces are in eV/Å.

molar mass = 73.171 u
ΔE to the lowest compared entry with this formula, charge and spin = 25.7 kcal/mol
F_max = 4.43 eV Å⁻¹
Kohn-Sham gap = 10.4 eV
HOMO level = -9.59 eV
LUMO = 0.85 eV


[4]
ORCA calculation (the ωB97M-V functional and the def2-TZVPD basis) on a cluster of 10 separate species, C45H105O25P5 in total at a distorted geometry.

Geometry as XYZ:
```
180
Properties=species:S:1:pos:R:3:forces:R:3
P 4.4734 2.0944 -3.2129 0.92 0.52 -1.01
P -1.0215 6.0380 2.0749 0.29 0.57 -1.99
P -5.6603 -3.9070 1.6026 0.97 -0.01 1.38
P -2.1849 -0.4847 -2.6135 -0.05 -0.85 -0.02
P 4.2185 -1.5786 2.9811 -0.91 -0.29 0.30
O -0.6334 0.3906 1.4168 1.28 0.19 -0.71
O 3.6535 -0.4533 2.2266 -0.19 -0.35 0.19
O -3.2458 -0.7721 -1.4885 0.28 -0.32 0.10
O -0.1105 -1.2855 5.6553 -0.38 -2.12 0.74
O -0.6414 6.2499 -2.5871 0.26 0.01 0.05
O -4.1417 -3.5700 1.9728 -0.92 0.52 0.20
O -5.9744 -5.3152 2.3639 -0.51 3.34 -1.20
O 4.3829 0.5196 -3.4104 -0.18 -0.56 0.91
O 3.2667 -2.5319 3.8892 2.25 1.23 -0.27
O 0.1093 6.2681 0.9391 -0.77 0.30 0.00
O 3.9247 2.8025 -4.3911 0.15 0.03 1.09
O 2.9696 -3.3705 -4.6074 1.63 1.16 -0.78
O 3.7768 2.4549 -1.8011 0.71 -0.15 -2.03
O -2.3980 6.1850 1.3176 0.13 -0.58 -0.02
O -2.8770 -1.1706 -3.8717 2.98 0.04 0.86
O -1.9696 -6.1454 0.1862 -0.74 1.21 -0.91
O -0.8264 4.4856 2.2832 -1.04 0.72 -0.37
O -2.3558 1.0428 -2.7972 -0.09 2.34 -1.14
O -6.4579 -2.8834 2.5227 0.45 -0.77 -0.06
O -0.7634 -0.8214 -2.4990 -0.08 -0.80 0.43
O 6.1000 2.3643 -2.9709 -2.65 -0.50 0.36
O 5.0145 -2.6093 2.0954 -1.72 -0.87 1.22
O -5.8826 -3.8853 0.1515 -0.22 -0.13 0.38
O -0.9418 7.0238 3.1374 0.17 -0.20 1.13
O 5.2203 -1.0808 4.0544 0.08 1.01 -0.03
C -3.3831 -6.1840 -1.7315 0.65 2.76 -0.52
C -1.8226 0.5218 5.6669 -0.28 -1.49 -0.48
C -8.8219 -3.8036 2.3516 0.20 0.30 1.59
C -7.8295 -2.6304 2.2186 -0.55 -0.75 0.43
C -4.1645 5.3389 0.0964 0.68 -4.98 -2.19
C 0.3651 7.1511 -4.5111 -1.02 1.76 -1.54
C 0.2345 0.3960 0.5353 -1.21 -1.39 0.64
C -1.7554 1.6978 -3.9772 -0.41 -1.17 -1.45
C -3.1598 -0.5495 -0.0462 0.33 -1.26 0.38
C 1.7557 -3.2489 -2.4937 -0.08 -1.03 -2.60
C 1.7577 7.9716 0.8830 -0.53 -1.81 -0.40
C -4.3584 -6.9806 2.1449 1.53 -0.37 -2.20
C -0.4793 -0.2171 5.3117 -0.15 3.91 -0.33
C 1.3554 -5.0301 -4.3600 -0.89 -0.86 1.16
C -1.8792 -4.1523 -1.0922 0.36 -0.73 1.00
C 5.9897 -2.2964 1.1747 0.96 0.58 -3.00
C 4.1773 1.7142 -0.6535 1.40 1.30 1.11
C 1.1754 -0.7651 0.3419 -0.41 0.82 -0.59
C -4.4310 0.1752 0.3938 2.44 0.34 1.52
C 0.2639 6.1708 -3.3948 -0.85 -0.39 0.17
C -2.7087 5.5081 0.0261 1.23 1.93 1.56
C 2.2497 -3.2980 3.3164 -1.02 -0.04 -1.24
C 5.7316 -1.9436 5.0440 -0.31 -2.56 -0.59
C -3.7077 -2.7863 3.1652 -1.10 -1.47 0.03
C 2.1439 -3.8458 -3.9031 -1.70 -0.51 1.60
C 4.0904 2.6403 0.5605 0.80 -2.16 0.86
C 0.3011 1.4871 -0.4504 0.51 2.04 -0.59
C -5.6344 -6.4162 1.5887 -0.50 -3.12 1.22
C 3.4396 -0.1167 -4.3319 -1.14 1.26 -0.93
C 1.4278 -4.0426 4.3538 0.91 -0.20 -1.31
C 0.4796 0.6763 4.5248 1.19 0.07 -0.57
C -2.4232 -5.4788 -0.7469 0.37 -2.80 -0.31
C -4.3390 -1.1767 -5.6524 -0.72 -0.44 -0.91
C -1.6864 3.1789 -3.6843 -0.27 -0.97 0.18
C 5.9786 -1.1629 6.2412 0.79 2.04 2.75
C 0.1937 3.8942 3.0368 0.96 0.02 0.63
C 0.3101 7.6351 0.5401 0.45 1.35 1.11
C 1.2698 5.0652 -3.3688 -1.25 1.36 -1.92
C 1.6187 4.3785 2.7944 -0.58 1.99 0.16
C 6.9933 2.3499 -4.1000 -1.02 0.19 -0.62
C -2.2397 -3.1940 3.2352 0.40 1.75 0.70
C 5.3846 -2.3815 -0.3226 -0.12 1.75 2.53
C 1.9182 -0.1752 -3.8798 3.50 1.12 1.16
C 8.2842 1.7335 -3.6542 1.03 0.88 1.51
C -4.1993 -0.9166 -4.1761 -0.38 1.61 -1.41
H 1.2239 4.5620 -2.4804 0.27 -1.28 2.28
H 8.3142 0.6446 -3.4917 -0.40 0.39 -0.49
H -0.6851 1.7666 -0.9003 0.76 -0.45 0.47
H -0.0605 3.9360 4.0890 -0.02 0.43 0.39
H 6.4414 -1.2788 1.3712 -0.35 -1.11 -0.25
H -2.2582 6.1481 -0.7057 -0.28 0.37 -0.75
H 1.4575 0.1885 4.4371 -0.20 -0.33 0.16
H -5.3935 -1.1031 -5.9557 0.20 0.15 0.10
H 4.9614 -2.7196 5.2614 0.61 0.45 -0.08
H -2.1763 -0.0844 0.2249 -1.40 -0.03 -0.30
H 1.4273 -0.7751 -4.6019 -0.74 -0.76 -0.26
H -0.3262 8.3680 1.0680 -0.08 -0.73 0.23
H -4.1084 -7.7769 1.4291 0.14 -0.33 0.45
H -1.3582 3.7688 -4.5553 0.46 -0.36 0.56
H -4.3074 0.4200 1.4986 -0.34 -0.20 -1.34
H 1.0926 1.4067 -1.2379 -0.83 -0.24 0.63
H 3.5864 0.8551 -0.5354 -1.06 -1.17 0.06
H 6.0412 -2.2133 -1.1315 1.47 -0.14 -0.56
H 1.0952 -5.5978 -3.4198 0.32 -0.07 -1.31
H -2.5936 -0.2204 6.0076 0.84 0.73 0.24
H -8.5674 -4.4316 3.2629 -0.56 0.78 -1.04
H 9.0376 2.0626 -4.3566 0.43 -0.35 -0.27
H 2.0386 8.9705 0.6957 0.23 1.19 -0.59
H 1.3652 -3.9627 -1.8195 0.07 -1.15 0.78
H 4.8251 3.4086 0.4774 0.30 0.85 -0.20
H -0.7463 1.2636 -4.1925 -0.75 0.28 0.47
H -2.6148 -3.3994 -1.0653 -0.95 1.06 0.06
H -4.3613 -6.0930 -1.3321 -1.20 0.43 0.13
H 3.1040 3.0269 0.7449 -0.33 0.15 -0.10
H -2.3928 1.4265 -4.8817 0.56 0.39 1.12
H -1.4485 -4.1796 -2.0646 0.37 0.00 -0.92
H 0.6666 -4.5202 3.7197 -0.21 0.03 0.66
H 1.6385 -0.6471 -0.6435 0.31 -0.32 0.45
H 2.3616 7.2512 0.3038 0.22 0.48 0.41
H 4.4123 2.0219 1.4551 -0.59 0.62 -0.85
H -4.7186 6.0994 0.4260 -1.82 3.39 0.94
H -4.0072 -1.7388 2.9850 0.79 -0.31 -0.05
H -4.0560 -2.2134 -5.8813 0.21 0.33 -0.05
H 2.0702 -4.8362 4.7676 -0.46 0.35 0.31
H 7.0385 3.3934 -4.5035 0.48 -0.71 0.64
H 0.6056 2.3487 0.1858 -0.24 -0.04 -0.45
H -3.4555 -6.3273 2.0355 -1.04 -0.17 0.42
H 1.8279 5.3869 3.2744 -0.46 -1.03 -0.68
H 2.6460 -3.9944 2.5484 -0.02 0.30 0.42
H -3.7619 -0.4599 -6.2875 -0.29 -0.62 0.69
H -1.6372 1.3501 6.3988 -0.21 -0.80 -0.71
H -5.6287 -6.3632 0.5012 0.03 0.95 0.08
H 1.4912 0.8241 -3.8087 -0.03 -0.01 -0.09
H -4.2847 4.5328 0.8142 -0.36 -0.12 0.34
H -8.0755 -1.7888 2.8352 -0.36 0.24 0.47
H -1.1273 -4.0323 -0.3391 0.58 0.79 0.28
H 6.5866 -2.4823 4.6105 0.09 0.29 0.29
H 1.8824 7.8111 1.9446 0.17 -0.24 0.28
H -0.5215 7.8911 -4.4824 1.08 -1.55 -0.22
H -4.4175 0.1727 -4.0454 -0.24 -0.87 0.59
H 8.6106 2.1677 -2.6583 -0.49 -0.27 -1.06
H -3.3359 -5.7739 -2.7812 -0.14 -0.29 1.18
H 4.9729 -0.7916 6.6045 1.21 0.12 -0.46
H 6.5590 1.7932 -4.9426 -0.04 -0.16 0.30
H -1.7386 -2.9006 2.3084 -0.09 0.11 0.03
H -7.8304 -2.3159 1.2237 -0.28 0.74 -1.75
H 1.8791 4.4563 1.7259 -0.14 -0.20 0.53
H 0.1693 0.7919 3.4739 -0.32 0.17 0.51
H 0.7582 1.6608 4.9632 -0.92 -0.48 -0.09
H -3.1826 -7.1940 -1.7269 0.72 -2.26 -0.06
H 1.0657 4.4060 -4.1931 -0.30 -0.54 -0.40
H -1.6978 -2.6813 4.0725 -0.50 -0.53 -0.59
H 0.9076 -2.6146 -2.6521 -0.32 0.98 -0.19
H -4.3669 1.0614 -0.1834 -0.67 1.29 -0.29
H -2.7052 3.5266 -3.4875 0.27 0.07 0.49
H 0.4057 -4.7030 -4.7594 -0.52 0.48 0.09
H -8.8671 -4.4353 1.4843 0.45 -0.36 -0.44
H -5.3296 -0.3610 0.2155 -0.64 -0.61 -0.21
H 2.0361 -0.5867 -2.8647 -0.96 -0.16 -0.47
H -4.3399 -3.1030 4.0568 0.98 0.11 -0.98
H 0.0639 7.8082 -0.4876 0.05 -0.58 -0.85
H 3.7545 -1.1264 -4.5567 0.45 -0.11 0.49
H 2.2307 3.6930 3.3236 0.90 -0.80 0.22
H -2.1415 4.6140 0.0247 0.21 -1.24 -0.19
H 0.1356 2.8556 2.8227 -0.05 -0.93 -0.56
H 0.5882 -1.6517 0.3484 -0.73 -0.84 -0.20
H -9.8406 -3.3677 2.4157 0.56 -0.24 0.35
H -6.4500 -7.1393 1.8320 0.52 0.17 -0.42
H -3.1549 -1.5600 0.4033 0.14 0.29 -0.23
H 1.0299 -3.3258 5.0617 -0.19 -0.29 0.28
H -4.7011 -1.5953 -3.5363 -1.61 -0.20 0.37
H 2.6134 -2.7563 -2.1451 0.92 0.91 0.75
H -1.0298 3.1351 -2.7909 -0.37 1.31 -0.51
H -2.1251 -4.2631 3.3083 -0.22 -0.35 0.26
H 1.7645 -5.5992 -5.2005 0.49 -0.02 0.60
H -4.5835 4.8834 -0.8417 0.35 0.73 0.58
H -2.2501 0.9017 4.7130 0.51 0.23 0.59
H 1.6566 -2.5380 2.8087 -0.71 -0.40 -0.31
H 6.3529 -1.7578 7.1259 -0.15 0.36 -1.18
H 1.2069 7.8407 -4.3651 0.26 -0.47 -0.05
H 1.8467 -0.8837 1.1670 0.75 0.36 0.27
H 0.4816 6.6655 -5.5450 -0.19 0.67 1.55
H 4.8737 -3.3048 -0.4687 -0.53 -0.62 0.03
H 6.7070 -3.1030 1.3015 0.53 0.31 -0.13
H 4.7304 -1.5053 -0.4175 -0.48 -0.46 0.15
H 6.7300 -0.2916 6.0629 -1.48 -1.40 0.34
H 3.5608 0.4798 -5.2386 -0.32 -0.18 -0.14
H 5.2194 1.3822 -0.7666 -0.20 0.07 0.00
H 2.1832 5.4903 -3.6495 1.85 0.39 0.12
H -4.4622 -7.3963 3.1216 -0.07 -0.07 0.72
```
Forces are in eV/Å.

molar mass = 1201.180 u
SMILES = CCOP(=O)(OCC)OCC.CCOP(=O)(OCC)OCC.CCOP(=O)(OCC)OCC.CCOP(=O)(OCC)OCC.CCOP(=O)(OCC)OCC.CC(C)=O.CC(C)=O.CC(C)=O.CC(C)=O.CC(C)=O
F_max = 5.48 eV Å⁻¹
Kohn-Sham gap = 10.1 eV
HOMO level = -9.58 eV
LUMO = 0.53 eV